Model i:
Density functional theory data (ωB97M-V/def2-TZVPD) for a cluster of 2 separate species, C5H15N2O in total.

Element x y z (Å)
O 2.6605 -1.6996 1.8968
N 0.6686 -1.8857 -0.1526
N 0.9168 3.1922 -0.1622
C -0.5605 1.3739 -0.7857
C -1.8122 0.6140 -0.5404
C -0.7088 -1.2983 0.5001
C -0.2805 2.4432 -0.0036
C -1.4904 -0.9496 -0.7410
H -2.5422 0.9331 -1.1117
H 3.2539 -2.4008 1.7743
H -1.1827 -1.2116 -1.8620
H -1.2384 -2.1817 1.0969
H -2.3474 0.8471 0.4030
H 1.4634 -1.6588 0.6243
H 1.0163 4.1492 0.2541
H -2.5930 -1.3137 -0.7989
H 0.1672 1.0251 -1.5042
H 0.8913 -1.5202 -1.1137
H 0.5863 -2.9750 -0.3231
H -0.5509 -0.3624 1.0772
H 1.3284 2.9300 -1.0927
H 3.0862 -0.8654 1.7952
H -0.7319 2.8150 0.7699

Computed properties:
Multiplicity: 2
HOMO-LUMO gap (spin up / spin down) in Ha: 0.149 / 0.320
LUMO level (spin up / spin down) in Ha: 0.0336 / 0.0257



Model ii:
Density functional theory data (ωB97M-V/def2-TZVPD) for the molecule C5H15N2O.

Element x y z (Å)
O 0.4078 1.9612 -2.1274
N -1.7221 1.6723 -0.5397
N 0.4157 -0.9772 0.9463
C 0.7523 1.7376 -0.7606
C -0.2155 -2.0228 1.7198
C 1.6916 -1.4882 0.3695
C -0.4261 1.1217 0.0059
C -0.4595 -0.4231 -0.0753
H -1.7558 1.6123 -1.5985
H 2.4499 -1.3557 1.1260
H -0.2843 -0.7402 -1.1160
H 1.6169 1.0758 -0.7523
H 1.8406 -1.0205 -0.6047
H -0.3266 -2.9929 1.2173
H 0.2371 -2.1548 2.6993
H 0.8122 1.3088 -2.7090
H -0.3888 1.3634 1.0637
H 1.5482 -2.5484 0.1220
H 1.0376 2.6910 -0.3038
H -1.5017 -0.7554 0.0191
H -2.4679 0.9951 -0.2989
H -1.2302 -1.7089 1.9438
H -2.0314 2.6488 -0.3463

Computed properties:
Multiplicity: 2
HOMO-LUMO gap (spin up / spin down) in Ha: 0.151 / 0.360
LUMO level (spin up / spin down) in Ha: 0.0273 / 0.0186



Most stable structure - model ii; separation to the second - 42.4 kcal/mol.



Model i:
Density functional theory data (ωB97M-V/def2-TZVPD) for the molecule C9H11N3O2.

Element x y z (Å)
O -0.7768 0.3350 -1.7266
O -2.5137 2.2172 0.6775
N -2.5859 1.0372 0.2780
N -3.4769 -0.4875 -1.0057
N -3.5635 0.6837 -0.4637
C -1.4019 0.1423 0.6111
C 0.8890 -0.6917 -0.0944
C 1.6736 2.0873 -0.4153
C -2.8217 -1.4440 -0.4374
C 2.3166 -0.1650 -0.2079
C 0.3700 1.8419 -0.2411
C -2.1119 -1.1254 0.8325
C -0.1465 0.3496 -0.4211
C 2.6722 1.0664 -0.4245
H -2.6337 -2.3245 -0.9316
H 2.0992 3.1726 -0.3487
H -1.0017 0.5955 1.5256
H -2.8280 -1.0394 1.6733
H 0.9283 -1.5254 -0.7692
H -1.4535 -1.9556 1.0544
H -0.3645 2.6896 -0.4811
H 0.7667 -1.1133 0.9101
H -0.2688 0.0560 -2.5097
H 2.9162 -0.9526 -0.4329
H 3.7230 1.3058 -0.6925

Computed properties:
Structure (SMILES): [O-][N+]1=NN=CC[C@H]1[C@@]1(O)C=CC=CC1
HOMO-LUMO gap (spin up / spin down) in Ha: 0.315 / 0.315
LUMO level (spin up / spin down) in Ha: -0.0019 / -0.0018



Model ii:
Density functional theory data (ωB97M-V/def2-TZVPD) for the molecule C9H11N3O2.

Element x y z (Å)
O 3.2351 1.7214 0.4766
O 1.3418 -1.4198 2.3853
N 0.1718 -0.4977 0.8569
N 1.7077 0.1347 0.3226
N 0.3164 -1.2829 1.8158
C -2.0973 0.4611 -1.8590
C 2.4016 -0.6248 -0.6730
C -2.9621 -1.3551 -0.7673
C -0.9174 0.5101 -1.1316
C -0.8481 -0.4551 -0.1105
C 1.2592 1.9090 1.9456
C 2.2028 1.2169 0.8953
C -3.0665 -0.4765 -1.7851
C -1.8653 -1.4153 0.0177
H 1.2438 2.8815 1.4608
H -0.3601 1.4566 -1.0688
H 2.3916 -1.6569 -0.2591
H -1.8794 -1.9145 0.9627
H 3.5398 -0.4423 -0.7372
H -3.7912 -2.1787 -0.5547
H -2.1513 1.1618 -2.7317
H 1.8843 -0.6511 -1.6867
H 0.3144 1.3702 1.8112
H -3.8734 -0.4342 -2.4318
H 1.8019 1.9818 2.8460

Computed properties:
Structure (SMILES): CC(=O)N(C)N(N=O)c1ccccc1
HOMO-LUMO gap in Ha: 0.349
LUMO level in Ha: 0.0024



Most stable structure - model ii; separation to the second - 24.1 kcal/mol.



Model i:
Density functional theory data (ωB97M-V/def2-TZVPD) for the molecule C12H16Si.

Element x y z (Å)
Si -0.1847 -1.6384 0.5047
C -1.7189 -1.1214 1.1593
C -2.1039 0.2559 1.4950
C 1.0194 -0.3322 0.0502
C -2.6874 1.0898 0.3572
C 2.4232 0.7758 -1.5841
C 3.0095 0.8994 0.6935
C 1.9786 0.0591 1.0173
C -1.6386 1.4728 -0.5681
C 1.2030 0.1956 -1.2503
C 0.4595 -3.3741 0.2994
C 3.2275 1.3147 -0.5799
C -1.8182 1.4814 -1.8756
H -1.1816 0.7951 1.9433
H 2.5051 1.1304 -2.5741
H 0.5938 -0.0839 -2.1862
H -2.5389 -1.9538 1.1876
H -3.6125 0.6033 -0.0525
H 4.1965 1.7786 -0.7761
H -0.7531 1.8548 -0.1520
H -1.1104 1.6751 -2.6481
H 0.1913 -3.8450 -0.5622
H -2.7437 1.1465 -2.2516
H 3.7324 1.0907 1.4908
H 0.2663 -4.0500 1.1308
H 1.7243 -0.2376 2.0764
H -3.2761 1.8719 0.7845
H 1.6077 -3.1528 0.4581
H -2.7698 0.2984 2.4130

Computed properties:
Structure (SMILES): C=CCC/C=[Si](/C)c1ccccc1
HOMO-LUMO gap in Ha: 0.304
LUMO level in Ha: 0.0260



Model ii:
Density functional theory data (ωB97M-V/def2-TZVPD) for the molecule C12H16Si.

Element x y z (Å)
Si 2.4145 1.3428 -0.9614
C -2.6600 0.2121 -0.4444
C 0.4512 -1.7414 -0.0390
C 1.6516 -1.1941 0.3156
C -0.5982 -0.7617 -0.0642
C -1.9479 -0.9232 -0.3989
C -0.9162 1.6324 0.2934
C 1.5414 0.3092 0.4538
C -2.4826 -2.3339 -0.6977
C -2.3028 1.4762 -0.0471
C -0.4186 2.9776 0.7422
C -0.1495 0.5202 0.1514
C 2.6697 -1.9931 1.0180
H 1.4345 1.3793 -2.0077
H 0.3789 -2.7155 -0.3574
H -2.6972 -2.8360 0.3799
H 1.6742 0.7235 1.5034
H 2.5856 2.7341 -0.6103
H -3.4241 -2.3130 -1.3641
H 2.8595 -1.5101 1.8888
H 3.5372 -2.1470 0.4823
H -1.3845 3.6505 0.7059
H -3.0395 2.2450 -0.1633
H -3.6815 0.0450 -0.8111
H 0.3321 3.3013 -0.0308
H 0.1328 2.8307 1.7152
H -1.8271 -2.9651 -1.4099
H 2.1078 -2.9458 1.2255
H 3.7589 1.0001 -1.4682

Computed properties:
Structure (SMILES): CC1=Cc2c(C)ccc(C)c2[C@@H]1[SiH3]
HOMO-LUMO gap in Ha: 0.311
LUMO level in Ha: 0.0225



Most stable structure - model ii; separation to the second - 21.3 kcal/mol.



Model i:
Density functional theory data (ωB97M-V/def2-TZVPD) for the ion C3H4N3O2 with charge -1.

Element x y z (Å)
O -1.6194 -2.2847 -0.6484
O -2.7333 1.5580 0.3090
N -1.6825 -0.3258 0.5895
N 1.2508 -0.0927 -0.2156
N 0.1212 -1.7298 0.7577
C -2.1880 0.5758 -0.1682
C -0.9790 -1.5839 0.1107
C 1.1774 -0.8840 0.8624
H -2.0598 0.4742 -1.3401
H 0.5482 -0.1758 -0.9315
H -2.0693 -0.3409 1.4968
H 2.0039 0.5608 -0.5346

Computed properties:
Charge: -1
HOMO-LUMO gap in Ha: 0.278
LUMO level in Ha: 0.1498



Model ii:
Density functional theory data (ωB97M-V/def2-TZVPD) for a cluster of 2 separate species, C3H4N3O2 in total.

Element x y z (Å)
O 2.0093 -1.6597 0.1969
O 2.4977 0.5316 -0.1361
N -1.3103 2.6484 -0.0357
N 0.3200 -0.0117 -0.0046
N -0.5101 -1.0744 0.0233
C -0.2230 2.2640 0.0502
C -1.7585 -0.8454 -0.1223
C 1.6040 -0.3241 -0.0112
H -2.3852 -1.6229 -0.2262
H -2.2338 0.1321 -0.3414
H 1.2537 -2.1244 0.3155
H 0.7363 2.0866 0.2915

Computed properties:
Charge: -1
HOMO-LUMO gap in Ha: 0.298
LUMO level in Ha: 0.1514



Most stable structure - model i; separation to the second - 4.8 kcal/mol.



Model i:
Density functional theory data (ωB97M-V/def2-TZVPD) for the molecule C6H8S.

Element x y z (Å)
S 3.0606 -0.8282 -0.8174
C 1.6296 1.2315 0.6528
C -0.5454 0.5046 -0.5330
C 2.0174 0.3083 -0.3892
C -2.0164 -1.3229 0.2849
C -0.7347 -0.6695 0.1922
C 0.8527 1.1303 -0.6205
H 0.7911 1.9466 -1.3682
H -2.2863 -1.4953 1.2444
H -2.8073 -1.0615 -0.4075
H 0.1553 -1.2809 0.4414
H -1.9057 -2.3641 -0.0773
H 1.1436 0.7794 1.4615
H -1.4023 1.0121 -0.9814
H 2.0479 2.1095 0.9172

Computed properties:
Structure (SMILES): C/C=C/[C@H]1CC1=S
HOMO-LUMO gap in Ha: 0.301
LUMO level in Ha: -0.0087



Model ii:
Density functional theory data (ωB97M-V/def2-TZVPD) for the molecule C6H8S.

Element x y z (Å)
S -2.6472 -0.4330 -0.2960
C 1.2355 -1.2737 -0.1289
C -1.0563 -0.5306 -0.1567
C 1.2582 -0.0405 -0.6534
C -0.3065 1.8209 0.3993
C -0.1345 0.6060 -0.5164
C -0.2181 -1.6651 0.3619
H -0.5754 -2.6459 0.0011
H -0.2878 -1.7691 1.4695
H 2.0513 -1.9197 0.0293
H 2.1356 0.5412 -0.9120
H 0.3106 2.6426 0.1356
H -0.4296 0.8857 -1.5601
H -1.3372 2.1524 0.3971
H 0.0014 1.6288 1.4295

Computed properties:
Structure (SMILES): C[C@H]1C=CCC1=S
HOMO-LUMO gap in Ha: 0.315
LUMO level in Ha: 0.0012



Most stable structure - model ii; separation to the second - 51.1 kcal/mol.



Model i:
Density functional theory data (ωB97M-V/def2-TZVPD) for the molecule C2HN3O3.

Element x y z (Å)
O -1.9338 -0.5671 0.2761
O 1.3799 1.4725 0.4277
O 1.3333 -1.3675 -0.3287
N -1.8275 0.8707 -0.3962
N -0.9557 -1.2702 0.4335
N -0.8057 1.4543 -0.1917
C 0.4356 0.8336 0.0038
C 0.2537 -0.6859 -0.2071
H 2.1201 -0.7403 -0.0174

Computed properties:
Structure (SMILES): O=c1nnonc1O
HOMO-LUMO gap in Ha: 0.285
LUMO level in Ha: -0.0559



Model ii:
Density functional theory data (ωB97M-V/def2-TZVPD) for the molecule C2HN3O3.

Element x y z (Å)
O 0.8678 2.9507 0.2765
O 1.0974 -1.6543 -0.5807
O -0.8533 1.7179 0.6932
N 0.2857 1.9096 0.3298
N 1.0231 0.6951 -0.0951
N 3.4224 1.1124 -0.6049
C 0.4797 -0.7077 -0.2365
C 2.3192 0.9692 -0.3614
H -0.5784 -0.4836 -0.0127

Computed properties:
Structure (SMILES): N#CN(C=O)[N+](=O)[O-]
HOMO-LUMO gap in Ha: 0.391
LUMO level in Ha: -0.0361



Model iii:
Density functional theory data (ωB97M-V/def2-TZVPD) for the molecule C2HN3O3.

Element x y z (Å)
O 2.2842 0.6743 1.0784
O -2.1235 0.2740 0.0985
O -0.0198 0.2343 0.8824
N 1.6343 -0.5434 -0.7529
N 0.8125 -0.9048 -1.4857
N -0.5130 -0.6132 -1.1404
C 1.3220 0.0297 0.5198
C -0.8606 -0.0245 -0.1432
H -2.5362 0.8736 0.9433

Computed properties:
Structure (SMILES): O=c1nnnc(O)o1
HOMO-LUMO gap in Ha: 0.352
LUMO level in Ha: -0.0372



Most stable structure - model iii; separation to the second - 19.3 kcal/mol.



Model i:
Density functional theory data (ωB97M-V/def2-TZVPD) for the molecule C5H4.

Element x y z (Å)
C 1.4011 1.5307 -1.0534
C -0.5793 -0.9861 2.0139
C -0.8016 -0.7059 0.7978
C 0.7255 0.4792 -0.7714
C -0.5258 -0.2314 -0.6162
H 2.3338 1.9383 -1.3739
H -1.3797 0.2644 -0.9036
H -0.3478 -1.1408 -1.1457
H -0.8262 -1.1485 3.0525

Computed properties:
Structure (SMILES): C#CCC#C
HOMO-LUMO gap in Ha: 0.391
LUMO level in Ha: 0.0264



Model ii:
Density functional theory data (ωB97M-V/def2-TZVPD) for the molecule C5H4.

Element x y z (Å)
C 1.7997 0.0005 0.0148
C 0.5414 -0.7669 -0.0370
C 0.5408 0.7648 -0.0370
C -1.9757 -0.0002 -0.0036
C -0.6645 -0.0001 -0.0096
H -2.5263 -0.9208 0.0008
H 2.4374 0.0004 -0.8700
H 2.3732 0.0017 0.9444
H -2.5259 0.9206 -0.0027

Computed properties:
Structure (SMILES): C=C1C2=C1C2
HOMO-LUMO gap in Ha: 0.303
LUMO level in Ha: 0.0136



Model iii:
Density functional theory data (ωB97M-V/def2-TZVPD) for a cluster of 2 separate species, C5H4 in total.

Element x y z (Å)
C 0.6580 0.0413 1.0551
C 1.3404 0.2192 -0.2760
C 0.0950 1.0503 -0.0467
C -0.6779 -0.1249 -0.1161
C 0.4833 -0.9809 -0.0520
H 0.6566 -2.0777 -0.2914
H -2.7408 -1.4305 0.8123
H 2.1844 0.5823 -0.7777
H 0.0591 2.1844 -0.1388

Computed properties:
HOMO-LUMO gap (spin up / spin down) in Ha: 0.287 / 0.330
LUMO level (spin up / spin down) in Ha: -0.0414 / 0.0011



Model iv:
Density functional theory data (ωB97M-V/def2-TZVPD) for the molecule C5H4.

Element x y z (Å)
C -1.3774 -0.4863 1.2376
C 1.4955 0.4667 -1.2968
C -2.3342 -0.6378 1.9475
C 0.6604 -0.1142 -0.2908
C -0.2820 -0.3165 0.4359
H 2.4489 0.7452 -0.8551
H -3.1635 -0.7860 2.5800
H 0.9729 1.3714 -1.6392
H 1.5794 -0.2424 -2.1191

Computed properties:
Structure (SMILES): C#CC#CC
HOMO-LUMO gap in Ha: 0.373
LUMO level in Ha: 0.0332



Most stable structure - model iv; separation to the second - 35.0 kcal/mol.



Model i:
Density functional theory data (ωB97M-V/def2-TZVPD) for the molecule C5H4.

Element x y z (Å)
C -2.4040 -1.7703 0.7923
C -1.5084 -1.0715 0.4185
C 1.5616 1.2364 -0.5122
C -0.4873 -0.3204 0.0608
C 0.3410 0.5099 -0.1571
H 2.1580 0.3173 -0.9454
H -3.1849 -2.4866 1.1824
H 2.1691 1.6045 0.3693
H 1.3549 1.9807 -1.2085

Computed properties:
Structure (SMILES): C#CC#CC
HOMO-LUMO gap in Ha: 0.367
LUMO level in Ha: 0.0322



Model ii:
Density functional theory data (ωB97M-V/def2-TZVPD) for a cluster of 2 separate species, C5H4 in total.

Element x y z (Å)
C -0.2148 -0.0555 -0.0801
C 3.0021 0.4667 0.0694
C -2.9214 0.3016 0.1050
C -1.7050 0.3077 -0.0392
C 1.8296 0.5550 0.0336
H -3.9687 0.5693 0.2180
H 3.9798 0.2540 0.0413
H 0.1693 -0.8263 0.7253
H 0.1177 -0.4069 -1.0723

Computed properties:
HOMO-LUMO gap in Ha: 0.348
LUMO level in Ha: -0.0304



Model iii:
Density functional theory data (ωB97M-V/def2-TZVPD) for a structure of composition C5H4.

Element x y z (Å)
C 0.6766 0.9416 0.7209
C 0.2481 -0.4558 0.9147
C -0.1425 0.9054 -0.5254
C -0.3887 -1.2003 -0.0552
C -0.5889 -0.2210 -1.1024
H 0.5882 1.7386 1.5441
H -1.2730 -0.3468 -1.9260
H 1.7379 0.8241 0.4193
H -0.8577 -2.1856 0.0101

Computed properties:
HOMO-LUMO gap (spin up / spin down) in Ha: 0.303 / 0.310
LUMO level (spin up / spin down) in Ha: -0.0023 / -0.0023



Most stable structure - model i; separation to the second - 58.0 kcal/mol.



Model i:
Density functional theory data (ωB97M-V/def2-TZVPD) for a structure of composition BrHf.

Element x y z (Å)
Hf 1.0870 -1.4942 0.5706
Br -1.0869 1.4942 -0.5706

Computed properties:
Charge: +3
HOMO-LUMO gap in Ha: 0.199
LUMO level in Ha: -0.7414



Model ii:
Density functional theory data (ωB97M-V/def2-TZVPD) for a structure of composition BrHf.

Element x y z (Å)
Hf 4.6690 -4.0986 3.3174
Br 4.7680 -1.8710 2.8576

Computed properties:
Charge: +3
HOMO-LUMO gap in Ha: 0.337
LUMO level in Ha: -0.7599



Most stable structure - model ii; separation to the second - 123.4 kcal/mol.